{"formula": "C2H2Cl2S", "method": "ωB97M-V/def2-TZVPD", "relative_energy_ev": 1.727, "spin_multiplicity": 1, "homo_ev": -8.885, "species": ["C", "C", "S", "Cl", "Cl", "H", "H"], "coordinates": [[1.2138, -0.8875, 1.1408], [-0.2696, -1.1569, -0.0437], [2.5273, -0.3565, 0.4588], [0.0023, -2.7469, -0.4709], [-1.8094, -0.9017, 0.7861], [1.2377, -1.2131, 2.1607], [-0.1091, -0.4185, -0.9319]]}